(1)
The following is a quantum chemistry calculation of 4 unconnected molecules or ions with the total composition C22H50BN4O13S, from the OMol25 dataset.

ORCA input file:
```
! wB97M-V def2-TZVPD RIJCOSX def2/J DEFGRID3
* xyz -1 1
C -4.09 -2.02 2.19
C -4.42 -3.43 1.69
O -3.53 -4.44 2.15
C -2.15 -4.12 2.04
C -1.66 -3.73 0.64
O -1.10 -2.44 0.67
C 0.18 -2.29 0.02
B 0.64 -0.73 -0.10
C 0.60 -0.04 1.41
C -0.65 0.80 1.74
C -0.51 1.64 3.01
C -1.66 2.63 3.22
C -1.83 3.62 2.06
N -2.99 3.27 1.23
C -0.24 0.10 -1.23
C -1.75 -0.16 -1.28
C -2.46 0.90 -2.14
C -3.96 0.71 -2.23
O -4.55 0.68 -0.91
C -5.63 -0.10 -0.77
O -5.68 -1.27 -1.03
C 2.23 -0.76 -0.59
C 2.84 0.63 -0.81
C 3.56 0.82 -2.15
C 2.58 0.99 -3.33
S 2.64 -0.33 -4.50
O 3.97 -0.41 -5.04
O 2.01 -1.53 -4.02
O 1.74 0.25 -5.69
H -5.01 -1.45 2.27
H -3.46 -1.49 1.47
H -3.56 -2.05 3.14
H -4.47 -3.45 0.60
H -5.41 -3.72 2.05
H -1.62 -5.02 2.36
H -1.86 -3.33 2.74
H -0.90 -4.45 0.32
H -2.47 -3.78 -0.10
H 0.18 -2.80 -0.96
H 0.93 -2.82 0.63
H 0.62 -0.85 2.15
H 1.49 0.57 1.62
H -0.88 1.47 0.91
H -1.48 0.10 1.91
H -0.42 0.97 3.87
H 0.43 2.20 2.95
H -1.46 3.20 4.14
H -2.61 2.12 3.39
H -2.02 4.62 2.47
H -0.89 3.67 1.50
H -2.83 2.38 0.77
H -3.11 3.97 0.50
H -0.08 1.19 -1.16
H 0.16 -0.20 -2.21
H -2.18 -0.20 -0.29
H -1.91 -1.15 -1.73
H -2.06 0.83 -3.15
H -2.23 1.88 -1.73
H -4.42 1.55 -2.77
H -4.20 -0.21 -2.77
H -6.49 0.46 -0.37
H 2.81 -1.23 0.22
H 2.36 -1.40 -1.47
H 2.12 1.44 -0.67
H 3.62 0.79 -0.05
H 4.23 -0.02 -2.34
H 4.18 1.72 -2.11
H 1.55 1.13 -3.00
H 2.86 1.85 -3.94
H 0.83 0.32 -5.37
C 6.29 -2.66 1.14
N 5.07 -1.82 1.29
O 5.12 -0.68 0.87
O 4.12 -2.33 1.82
H 7.06 -2.07 0.65
H 6.60 -2.97 2.14
H 6.02 -3.52 0.54
C -2.57 5.24 -4.82
N -2.41 3.83 -4.36
O -3.16 3.00 -4.83
O -1.54 3.62 -3.55
H -3.38 5.27 -5.54
H -2.78 5.84 -3.95
H -1.62 5.54 -5.27
C 5.72 -0.11 4.41
N 6.61 -1.26 4.73
O 7.81 -1.07 4.71
O 6.07 -2.32 4.98
H 6.34 0.75 4.20
H 5.13 -0.38 3.54
H 5.07 0.07 5.26
*
```

gap between HOMO and LUMO	0.2480	hartree
max |F|	0.84	eV Å⁻¹
HOMO energy	-5.003	eV


(2)
The following is a quantum chemistry calculation of a molecular structure, C34H44BF5GeN6O8Sn, from the OMol25 dataset.

ORCA input file:
```
! wB97M-V def2-TZVPD RIJCOSX def2/J DEFGRID3
* xyz -2 1
Sn 0.84 1.28 -2.86
O 5.49 1.64 -4.07
C 4.18 1.64 -4.38
O 3.50 2.62 -4.19
C 3.70 0.37 -4.94
C 4.55 -0.71 -5.17
C 3.99 -1.89 -5.64
C 2.63 -1.94 -5.85
C 1.86 -0.82 -5.57
N 2.39 0.31 -5.15
C 0.32 -0.90 -5.59
O -0.20 -1.56 -6.49
O -0.23 -0.29 -4.65
H 5.70 2.46 -3.60
H 5.60 -0.62 -4.95
H 4.62 -2.75 -5.81
H 2.14 -2.84 -6.20
F -2.21 0.39 3.46
C -1.32 -0.52 2.98
C -0.75 -0.28 1.77
C 0.23 -1.13 1.24
C 0.79 -0.81 -0.07
O 0.35 0.15 -0.71
C 1.84 -1.70 -0.50
C 2.16 -2.76 0.27
N 1.61 -3.10 1.47
C 2.09 -4.33 2.02
C 1.27 -5.37 2.73
C 2.37 -4.64 3.47
C 0.63 -2.26 2.00
C 0.01 -2.48 3.23
C -0.98 -1.65 3.77
N -1.50 -1.90 5.01
C -0.64 -2.45 6.04
C -0.87 -3.92 6.35
N -3.56 -3.18 7.18
C -3.77 -2.68 5.88
C -2.83 -1.51 5.39
C 2.62 -1.55 -1.82
O 3.35 -2.50 -2.13
O 2.49 -0.49 -2.47
H -1.01 0.60 1.21
H 2.94 -3.41 -0.11
H 2.83 -4.75 1.34
H 1.44 -6.40 2.46
H 0.25 -5.15 2.97
H 3.28 -5.18 3.67
H 2.12 -3.93 4.23
H 0.27 -3.34 3.82
H -0.82 -1.87 6.96
H 0.40 -2.27 5.74
H -0.12 -4.28 7.06
H -0.81 -4.53 5.45
H -3.65 -2.40 7.85
H -1.87 -4.02 6.79
H -4.80 -2.27 5.75
H -3.66 -3.52 5.18
H -2.80 -0.75 6.19
H -3.33 -1.09 4.53
F -1.93 2.42 -0.10
B -0.94 3.38 -0.04
F -0.24 3.47 -1.26
F -0.06 3.10 0.97
F -1.54 4.62 0.17
C -3.45 3.60 -2.48
N -3.87 2.22 -2.41
C -5.13 1.98 -1.75
C -5.63 0.60 -2.15
C -4.58 -0.40 -1.69
N -3.28 -0.02 -2.17
C -2.28 -1.06 -2.09
C -2.90 1.25 -2.48
O -1.79 1.52 -2.91
H -3.48 4.07 -1.49
H -4.09 4.15 -3.17
H -2.42 3.62 -2.83
H -5.83 2.76 -2.07
H -5.03 2.04 -0.66
H -5.73 0.55 -3.24
H -6.60 0.38 -1.70
H -4.81 -1.40 -2.10
H -4.59 -0.48 -0.59
H -2.19 -1.42 -1.06
H -1.33 -0.65 -2.42
H -2.55 -1.89 -2.74
C 1.57 5.59 0.76
Ge 2.56 4.58 -0.65
C 2.38 5.60 -2.35
C 4.48 4.84 -0.04
C 2.27 2.69 -1.06
H 1.97 6.60 0.85
H 1.65 5.09 1.72
H 0.53 5.65 0.50
H 2.85 6.59 -2.30
H 1.33 5.73 -2.57
H 2.82 5.03 -3.16
H 4.69 5.90 0.09
H 5.20 4.43 -0.75
H 4.65 4.35 0.92
H 2.18 2.16 -0.10
*
```

gap between HOMO and LUMO (spin up / spin down)	0.1252 / 0.1174	hartree
max |F|	2.01	eV Å⁻¹
energy relative to the best compared isomer or geometry (same formula, charge and spin)	180.0	kJ/mol
HOMO energy (spin up / spin down)	-0.636 / -0.635	eV


(3)
The following is a quantum chemistry calculation of a molecular structure, C27H35ClCrN4P2, from the OMol25 dataset.

ORCA input file:
```
! wB97M-V def2-TZVPD RIJCOSX def2/J DEFGRID3
* xyz 0 5
Cr -1.89 1.84 2.82
C -0.16 2.29 4.48
C 0.20 2.47 3.14
C 0.85 1.43 2.24
C -0.09 0.50 1.42
C -1.22 -0.12 2.19
C -1.33 -0.21 3.59
C -0.17 -0.27 4.55
C 0.19 1.06 5.27
C -2.98 2.51 4.47
H -0.46 3.17 5.08
H 0.27 3.51 2.77
H 1.53 0.78 2.81
H 1.48 1.96 1.50
H -0.53 1.05 0.57
H 0.54 -0.27 0.95
H -1.97 -0.63 1.59
H -2.27 -0.60 4.02
H 0.74 -0.62 4.04
H -0.40 -1.02 5.34
H -0.31 1.11 6.26
H 1.28 1.03 5.45
H -2.43 3.07 5.24
H -3.51 1.71 5.02
H -3.74 3.18 4.01
P -1.32 -1.06 -1.16
P 1.50 1.15 -1.31
N -1.36 -2.70 -0.60
N -2.48 -1.40 -2.50
N 2.98 0.19 -0.97
N 2.26 2.33 -2.45
C 0.24 -1.27 -2.13
C 0.84 0.05 -2.65
C -2.07 -3.13 0.52
C -2.08 -4.52 0.56
C -1.36 -4.97 -0.60
C -0.92 -3.84 -1.28
C -3.64 -0.63 -2.70
C -4.25 -1.04 -3.89
C -3.44 -2.08 -4.45
C -2.38 -2.30 -3.57
C 3.47 -0.08 0.32
C 4.47 -1.04 0.24
C 4.59 -1.41 -1.14
C 3.70 -0.62 -1.86
C 3.44 2.30 -3.19
C 3.43 3.36 -4.10
C 2.17 4.02 -3.97
C 1.46 3.36 -2.98
H 0.04 -1.90 -3.01
H 0.97 -1.79 -1.49
H 1.67 -0.19 -3.34
H 0.10 0.63 -3.22
H -2.49 -2.40 1.20
H -2.55 -5.13 1.32
H -1.20 -6.00 -0.92
H -0.32 -3.77 -2.18
H -3.90 0.12 -1.98
H -5.17 -0.64 -4.30
H -3.60 -2.60 -5.39
H -1.60 -3.04 -3.62
H 3.09 0.46 1.18
H 5.07 -1.40 1.06
H 5.23 -2.16 -1.58
H 3.55 -0.55 -2.93
H 4.19 1.55 -3.01
H 4.22 3.61 -4.79
H 1.83 4.88 -4.52
H 0.46 3.52 -2.58
Cl -2.47 3.15 1.12
*
```

gap between HOMO and LUMO (spin up / spin down)	0.2769 / 0.2867	hartree
max |F|	2.88	eV Å⁻¹
expectation value of S²	6.09
energy relative to the best compared isomer or geometry (same formula, charge and spin)	59.8	kJ/mol
HOMO energy (spin up / spin down)	-7.607 / -8.298	eV